(1)
The following is a DFT calculation (wB97M-V/def2-TZVPD) of a molecular structure, C12H30N2O12PbS2 at a distorted geometry.

Cartesian coordinates (Å):
H  -2.132  2.266  2.795
H  -1.799  4.528  1.340
H  -0.247  4.565  -0.381
H  -1.436  1.527  -3.583
H  -2.016  2.887  -1.856
H  0.016  -0.699  -4.044
N  0.402  -2.536  2.543
H  -1.857  -0.231  -1.826
C  -1.925  -0.853  -0.933
H  0.419  -2.363  0.430
O  3.972  0.718  1.082
H  -1.892  4.873  -1.006
O  -1.093  -0.202  0.026
H  -0.787  3.923  -3.367
H  -0.498  -7.287  0.921
C  -1.078  2.443  2.578
O  1.790  1.248  1.654
C  -0.273  -2.213  1.259
O  2.639  -0.929  2.276
H  -1.950  -6.248  0.901
H  -0.241  -0.230  1.857
O  4.353  3.061  -0.608
H  -2.844  3.335  0.736
C  -0.067  -4.966  2.350
H  1.203  -1.938  2.686
S  2.656  0.123  1.280
C  0.795  -0.230  -3.444
C  -0.904  -0.881  1.287
O  -0.158  -5.199  0.929
C  -0.299  3.216  -2.696
C  -1.796  3.633  0.719
H  1.565  0.197  -4.088
H  -0.952  -6.354  -0.505
O  0.176  0.788  -2.639
N  -1.086  2.986  -1.476
H  0.044  1.866  -4.408
O  3.172  4.414  -2.294
O  2.067  3.564  -0.354
H  0.718  3.568  -2.520
H  1.846  -3.871  1.943
C  0.961  -3.865  2.580
H  -0.583  1.590  3.042
O  2.731  1.986  -1.905
O  2.289  -0.308  -0.038
H  1.476  -4.110  3.509
C  -1.222  4.122  -0.588
C  -0.911  -6.336  0.584
H  -1.035  -2.980  1.120
H  0.281  -5.907  2.778
Pb  0.689  1.597  -0.398
H  1.165  -0.969  -2.733
C  -0.397  1.806  -3.413
O  -0.960  2.592  1.168
S  3.093  3.288  -1.336
H  -2.961  -0.857  -0.595
H  -0.705  3.291  3.152
H  -1.823  -0.835  1.872
H  -1.571  -1.851  -1.192
H  -1.023  -4.753  2.828

Calculated values
E_LUMO   4.114 eV
HOMO energy   -0.60 eV
Kohn-Sham gap   4.71 eV
Total charge   -2

The computed Löwdin charges, all in e, follow: atom 1 (H): 0.084, atom 2 (H): 0.119, atom 3 (H): 0.126, atom 4 (H): 0.107, atom 5 (H): 0.115, atom 6 (H): 0.077, atom 7 (N): -0.049, atom 8 (H): 0.070, atom 9 (C): -0.083, atom 10 (H): 0.129, atom 11 (O): -0.360, atom 12 (H): 0.117, atom 13 (O): -0.316, atom 14 (H): 0.112, atom 15 (H): 0.075, atom 16 (C): -0.087, atom 17 (O): -0.467, atom 18 (C): -0.205, atom 19 (O): -0.372, atom 20 (H): 0.077, atom 21 (H): 0.090, atom 22 (O): -0.387, atom 23 (H): 0.120, atom 24 (C): -0.207, atom 25 (H): 0.042, atom 26 (S): 0.115, atom 27 (C): -0.054, atom 28 (C): -0.207, atom 29 (O): -0.207, atom 30 (C): -0.165, atom 31 (C): -0.231, atom 32 (H): 0.098, atom 33 (H): 0.081, atom 34 (O): -0.377, atom 35 (N): -0.174, atom 36 (H): 0.118, atom 37 (O): -0.434, atom 38 (O): -0.473, atom 39 (H): 0.089, atom 40 (H): 0.126, atom 41 (C): -0.226, atom 42 (H): 0.086, atom 43 (O): -0.438, atom 44 (O): -0.428, atom 45 (H): 0.110, atom 46 (C): -0.205, atom 47 (C): -0.142, atom 48 (H): 0.098, atom 49 (H): 0.102, atom 50 (Pb): 1.574, atom 51 (H): 0.102, atom 52 (C): -0.214, atom 53 (O): -0.300, atom 54 (S): 0.141, atom 55 (H): 0.082, atom 56 (H): 0.097, atom 57 (H): 0.123, atom 58 (H): 0.091, atom 59 (H): 0.118



(2)
The following is a DFT calculation (wB97M-V/def2-TZVPD) of a molecular structure, C12H30N2O5V at a distorted geometry.

Cartesian coordinates (Å):
H  1.303  -1.370  -6.938
C  2.768  -3.560  -0.146
H  -0.441  -6.940  0.212
H  -1.794  -1.903  -5.382
H  4.307  -7.027  -2.115
H  1.843  -1.082  -0.299
H  0.363  -1.983  -0.142
H  -1.992  -6.351  -0.278
O  -0.337  -5.071  -0.414
C  -1.410  -2.883  -5.664
H  2.704  -7.237  -2.779
C  -2.624  -4.208  -3.926
N  -0.329  -3.443  -3.452
H  0.901  -1.241  -1.655
H  3.484  -6.164  -4.549
H  -0.925  -8.120  -1.895
H  -0.762  -4.750  -4.889
H  2.678  -3.802  -5.518
H  -3.068  -3.253  -3.645
H  3.447  -2.771  0.180
H  4.377  -4.988  -0.048
C  3.412  -6.487  -2.425
H  -0.762  -2.601  -3.098
C  2.759  -3.444  -4.492
O  0.115  -6.755  -2.990
V  1.038  -4.833  -2.169
C  -0.939  -7.042  -2.055
N  2.898  -5.786  -1.228
C  1.222  -1.828  -0.795
H  -1.952  -6.861  -2.411
O  -0.034  -2.614  -5.987
H  0.327  -3.069  -4.123
C  3.573  -5.561  -3.645
C  -0.941  -6.360  -0.564
H  -0.142  -1.931  -7.929
H  -2.541  -4.888  -3.078
H  3.730  -3.005  -4.262
C  0.234  -1.582  -6.967
C  -1.244  -3.865  -4.476
C  3.661  -4.605  -0.775
H  4.417  -4.212  -1.455
H  -3.186  -4.684  -4.729
H  4.613  -5.239  -3.696
H  2.200  -3.948  0.699
H  -2.004  -3.359  -6.444
O  2.524  -4.508  -3.629
O  1.937  -3.052  -1.217
H  -0.267  -0.630  -6.796
H  3.055  -6.381  -0.427
H  1.964  -2.710  -4.358

Calculated values
Multiplicity   4
E_LUMO (spin up / spin down)   0.276 / 0.273 eV
HOMO energy (spin up / spin down)   -5.73 / -6.15 eV
Kohn-Sham gap (spin up / spin down)   6.01 / 6.43 eV

The computed Löwdin charges, all in e, follow: atom 1 (H): 0.084, atom 2 (C): -0.172, atom 3 (H): 0.068, atom 4 (H): 0.126, atom 5 (H): 0.123, atom 6 (H): 0.084, atom 7 (H): 0.101, atom 8 (H): 0.070, atom 9 (O): -0.421, atom 10 (C): -0.148, atom 11 (H): 0.110, atom 12 (C): -0.026, atom 13 (N): 0.047, atom 14 (H): 0.080, atom 15 (H): 0.131, atom 16 (H): 0.072, atom 17 (H): 0.144, atom 18 (H): 0.109, atom 19 (H): 0.082, atom 20 (H): 0.125, atom 21 (H): 0.124, atom 22 (C): -0.163, atom 23 (H): 0.104, atom 24 (C): -0.080, atom 25 (O): -0.394, atom 26 (V): 0.827, atom 27 (C): -0.349, atom 28 (N): -0.081, atom 29 (C): -0.042, atom 30 (H): 0.055, atom 31 (O): -0.250, atom 32 (H): 0.034, atom 33 (C): -0.125, atom 34 (C): -0.353, atom 35 (H): 0.087, atom 36 (H): 0.071, atom 37 (H): 0.105, atom 38 (C): -0.070, atom 39 (C): -0.427, atom 40 (C): -0.186, atom 41 (H): 0.126, atom 42 (H): 0.085, atom 43 (H): 0.117, atom 44 (H): 0.139, atom 45 (H): 0.131, atom 46 (O): -0.293, atom 47 (O): -0.270, atom 48 (H): 0.080, atom 49 (H): 0.132, atom 50 (H): 0.076



(3)
The following is a DFT calculation (wB97M-V/def2-TZVPD) of 2 unconnected molecules or ions with the total composition C12H30N3O2S at a distorted geometry.

Cartesian coordinates (Å):
H  0.238  2.963  1.014
C  1.013  2.813  4.018
C  -4.246  -2.653  -2.181
C  1.996  -2.478  -0.148
C  -0.837  2.069  -2.058
H  -1.592  1.933  0.046
H  1.840  -1.440  0.204
H  1.497  -3.166  0.560
S  -0.522  0.266  -2.138
H  3.069  -2.730  -0.159
H  1.605  3.728  4.176
H  0.231  -2.454  -1.498
H  -0.138  0.531  4.896
H  2.592  1.482  6.400
O  -1.910  -0.520  -2.615
C  -2.619  -0.794  -1.353
H  -1.750  2.402  -2.581
H  0.028  2.570  -2.538
C  1.309  -2.708  -1.537
H  -4.651  -1.077  -0.663
C  -4.087  -1.196  -1.608
H  3.173  2.813  5.380
H  -1.423  3.566  -0.640
H  -3.288  -3.183  -2.301
H  -4.698  -2.564  -3.187
C  2.782  1.796  5.373
H  1.787  -0.172  -1.538
H  0.925  0.954  -3.728
H  0.688  1.659  0.158
H  3.524  1.134  4.923
H  3.106  -2.306  -2.651
N  0.671  0.036  -3.362
H  -4.963  -3.191  -1.540
C  0.869  0.450  4.483
N  1.549  1.726  4.611
H  -2.055  -1.510  -0.721
H  -4.505  -0.468  -2.326
C  1.913  -0.423  -2.616
O  -0.017  2.818  3.368
H  2.801  0.132  -2.958
H  1.391  -3.796  -1.731
H  0.789  0.184  3.426
H  1.419  -0.324  5.012
H  1.604  -2.272  -3.670
C  -0.938  2.577  -0.577
N  0.391  2.628  0.060
H  -2.616  0.163  -0.781
C  2.054  -1.970  -2.704

Calculated values
E_LUMO   -3.026 eV
HOMO energy   -11.67 eV
Kohn-Sham gap   8.65 eV
Total charge   +1

The computed Löwdin charges, all in e, follow: atom 1 (H): 0.053, atom 2 (C): -0.343, atom 3 (C): -0.080, atom 4 (C): -0.101, atom 5 (C): -0.266, atom 6 (H): 0.106, atom 7 (H): 0.055, atom 8 (H): 0.078, atom 9 (S): 1.171, atom 10 (H): 0.082, atom 11 (H): 0.137, atom 12 (H): 0.079, atom 13 (H): 0.096, atom 14 (H): 0.094, atom 15 (O): -0.333, atom 16 (C): -0.261, atom 17 (H): 0.116, atom 18 (H): 0.106, atom 19 (C): -0.248, atom 20 (H): 0.120, atom 21 (C): -0.199, atom 22 (H): 0.087, atom 23 (H): 0.130, atom 24 (H): 0.074, atom 25 (H): 0.078, atom 26 (C): -0.050, atom 27 (H): 0.073, atom 28 (H): 0.090, atom 29 (H): 0.051, atom 30 (H): 0.091, atom 31 (H): 0.119, atom 32 (N): -0.174, atom 33 (H): 0.076, atom 34 (C): -0.039, atom 35 (N): -0.198, atom 36 (H): 0.125, atom 37 (H): 0.116, atom 38 (C): -0.246, atom 39 (O): -0.011, atom 40 (H): 0.131, atom 41 (H): 0.112, atom 42 (H): 0.082, atom 43 (H): 0.089, atom 44 (H): 0.115, atom 45 (C): -0.300, atom 46 (N): 0.012, atom 47 (H): 0.093, atom 48 (C): -0.186



(4)
The following is a DFT calculation (wB97M-V/def2-TZVPD) of 4 unconnected molecules or ions with the total composition C12H30N4O3 at a distorted geometry.

Cartesian coordinates (Å):
H  22.322  4.484  9.985
H  24.362  8.701  12.802
H  13.987  5.350  6.968
C  25.483  8.931  11.006
C  13.026  0.825  13.306
C  26.735  6.145  14.396
H  26.035  9.761  10.566
O  20.229  5.183  11.232
H  21.333  4.794  8.588
H  13.243  7.128  10.475
N  19.269  3.507  10.436
H  24.480  9.008  10.586
C  20.220  4.314  10.408
C  26.104  6.831  13.204
H  28.345  8.316  13.917
H  25.033  6.632  13.245
C  28.006  10.091  12.977
C  25.368  9.031  12.544
C  27.714  8.635  13.087
H  21.517  3.130  9.144
N  12.535  1.238  14.540
H  13.584  5.385  10.276
H  27.278  10.701  13.512
C  12.646  -0.520  12.718
H  11.699  0.883  14.983
O  14.709  7.637  8.511
H  13.898  4.534  8.538
C  21.414  4.164  9.474
C  14.448  5.270  7.952
N  13.743  6.358  10.054
H  12.878  2.173  14.705
H  13.426  -1.280  12.765
H  26.232  5.179  14.345
H  26.518  6.389  12.298
H  28.047  10.440  11.946
H  29.013  10.232  13.370
H  18.486  3.561  11.072
H  28.161  8.115  12.240
H  11.933  -1.141  13.261
H  12.443  -0.327  11.665
H  27.806  6.151  14.192
N  26.312  8.285  13.422
H  19.310  2.959  9.589
C  14.376  6.526  8.850
H  15.428  4.802  7.864
H  26.508  6.717  15.296
H  25.863  8.032  10.521
O  13.781  1.573  12.708
H  25.532  10.092  12.736

Calculated values
Structure (SMILES)   CCN(CC)CC.CC(N)=O.CC(N)=O.CC(N)=O
E_LUMO   0.451 eV
HOMO energy   -8.49 eV
Kohn-Sham gap   8.94 eV

The computed Löwdin charges, all in e, follow: atom 1 (H): 0.083, atom 2 (H): 0.107, atom 3 (H): 0.084, atom 4 (C): -0.092, atom 5 (C): -0.574, atom 6 (C): -0.101, atom 7 (H): 0.059, atom 8 (O): 0.038, atom 9 (H): 0.081, atom 10 (H): 0.111, atom 11 (N): 0.178, atom 12 (H): 0.066, atom 13 (C): -0.709, atom 14 (C): -0.287, atom 15 (H): 0.102, atom 16 (H): 0.112, atom 17 (C): -0.105, atom 18 (C): -0.237, atom 19 (C): -0.285, atom 20 (H): 0.070, atom 21 (N): 0.138, atom 22 (H): 0.086, atom 23 (H): 0.078, atom 24 (C): -0.016, atom 25 (H): 0.097, atom 26 (O): 0.038, atom 27 (H): 0.054, atom 28 (C): 0.003, atom 29 (C): -0.003, atom 30 (N): 0.132, atom 31 (H): 0.100, atom 32 (H): 0.080, atom 33 (H): 0.073, atom 34 (H): 0.109, atom 35 (H): 0.070, atom 36 (H): 0.075, atom 37 (H): 0.140, atom 38 (H): 0.117, atom 39 (H): 0.070, atom 40 (H): 0.085, atom 41 (H): 0.064, atom 42 (N): -0.158, atom 43 (H): 0.116, atom 44 (C): -0.577, atom 45 (H): 0.075, atom 46 (H): 0.082, atom 47 (H): 0.064, atom 48 (O): 0.020, atom 49 (H): 0.089



Table of energy relative to the best compared isomer or geometry (same formula, charge and spin) (kJ/mol), in record order: 86.7 198.3 30.2 231.4